Arrangement w

{
  "formula": "C3H4FNO",
  "method": "the ωB97M-V functional and the def2-TZVPD basis",
  "total_charge": 0,
  "multiplicity": 1,
  "e_lumo_ha": 0.027,
  "smiles": "C=[NH+][O-].C#CF",
  "symbols": ["C", "N", "O", "H", "H", "H", "C", "C", "F", "H"],
  "xyz": [[-1.886, 0.272, -0.149], [-1.161, 0.294, 0.906], [-0.574, -0.684, 1.427], [-2.289, 1.188, -0.475], [-1.850, -0.656, -0.723], [-1.429, 1.129, 1.652], [1.753, -0.712, -0.925], [2.715, -0.102, -0.463], [3.724, 0.467, 0.057], [0.995, -1.195, -1.307]],
  "lowdin_charge": [0.02, -0.27, -0.12, 0.06, 0.09, 0.23, 0.12, -0.22, 0.13, -0.04]
}



Arrangement x

{
  "formula": "C3H4FNO",
  "method": "the ωB97M-V functional and the def2-TZVPD basis",
  "total_charge": 0,
  "multiplicity": 1,
  "e_lumo_ha": 0.030,
  "smiles": "O=CC/C=N/F",
  "symbols": ["O", "C", "C", "C", "N", "F", "H", "H", "H", "H"],
  "xyz": [[0.557, 1.832, -0.015], [1.260, 0.878, 0.131], [0.649, -0.496, 0.239], [-0.829, -0.347, -0.403], [-1.738, -0.288, 0.491], [-2.960, -0.153, -0.124], [2.357, 1.047, 0.031], [1.056, -1.405, -0.222], [0.484, -0.661, 1.330], [-0.836, -0.406, -1.457]],
  "lowdin_charge": [0.06, -0.28, -0.10, -0.11, 0.06, -0.10, 0.12, 0.11, 0.12, 0.11]
}



Decreasing stability: arrangement x, arrangement w



Arrangement w

{
  "formula": "C3H12N4",
  "method": "the ωB97M-V functional and the def2-TZVPD basis",
  "total_charge": 0,
  "multiplicity": 1,
  "e_lumo_ha": 0.025,
  "smiles": "N=C(N)N.CNC",
  "symbols": ["N", "C", "N", "N", "H", "H", "H", "H", "H", "C", "N", "C", "H", "H", "H", "H", "H", "H", "H"],
  "xyz": [[0.550, 0.562, 1.677], [-0.661, 0.965, 1.716], [-1.697, 0.394, 2.448], [-1.051, 1.996, 0.887], [0.688, -0.200, 2.337], [-1.382, -0.222, 3.182], [-2.395, 1.039, 2.785], [-1.914, 2.469, 1.095], [-0.284, 2.588, 0.613], [1.219, -2.090, -1.551], [0.263, -1.052, -1.211], [0.443, 0.137, -2.025], [1.047, -2.434, -2.575], [2.268, -1.755, -1.508], [1.086, -2.945, -0.894], [0.389, -0.799, -0.237], [1.457, 0.560, -1.970], [-0.261, 0.901, -1.703], [0.235, -0.113, -3.066]],
  "lowdin_charge": [0.08, -0.64, 0.11, 0.11, 0.04, 0.09, 0.08, 0.08, 0.10, -0.17, -0.19, -0.17, 0.07, 0.07, 0.07, 0.05, 0.07, 0.05, 0.07]
}



Arrangement x

{
  "formula": "C3H12N4",
  "method": "the ωB97M-V functional and the def2-TZVPD basis",
  "total_charge": 0,
  "multiplicity": 1,
  "e_lumo_ha": 0.038,
  "smiles": "CC(N)(N)C(N)N",
  "symbols": ["C", "C", "N", "N", "C", "N", "N", "H", "H", "H", "H", "H", "H", "H", "H", "H", "H", "H", "H"],
  "xyz": [[-1.347, 0.282, -1.213], [-0.577, -0.106, 0.032], [-0.895, 1.144, 1.267], [-0.931, -1.355, 0.530], [0.920, 0.164, -0.015], [1.602, -0.494, 1.097], [1.483, -0.066, -1.325], [-2.411, 0.113, -1.058], [-1.152, 1.321, -1.464], [-1.026, -0.332, -2.055], [-1.638, 0.839, 1.892], [-1.168, 2.050, 0.894], [-0.349, -1.654, 1.303], [-1.401, -1.985, -0.104], [0.827, 1.288, 0.214], [1.457, 0.054, 1.937], [2.599, -0.609, 0.951], [1.631, -1.060, -1.476], [2.375, 0.407, -1.407]],
  "lowdin_charge": [-0.06, -0.51, 0.01, 0.08, -0.49, 0.04, 0.06, 0.08, 0.08, 0.07, 0.02, 0.02, 0.08, 0.09, 0.14, 0.07, 0.07, 0.08, 0.07]
}



Decreasing stability: arrangement w, arrangement x



Arrangement w

{
  "formula": "C30H85N5O10",
  "method": "the ωB97M-V functional and the def2-TZVPD basis",
  "total_charge": 0,
  "multiplicity": 1,
  "e_lumo_ha": 0.011,
  "smiles": "COC[C@H](C)N.COC[C@H](C)N.COC[C@H](C)N.COC[C@H](C)N.COC[C@H](C)N.CCO.CCO.CCO.CCO.CCO",
  "symbols": ["C", "O", "C", "C", "C", "N", "H", "H", "H", "H", "H", "H", "H", "H", "H", "H", "H", "C", "O", "C", "C", "C", "N", "H", "H", "H", "H", "H", "H", "H", "H", "H", "H", "H", "C", "O", "C", "C", "C", "N", "H", "H", "H", "H", "H", "H", "H", "H", "H", "H", "H", "C", "O", "C", "C", "C", "N", "H", "H", "H", "H", "H", "H", "H", "H", "H", "H", "H", "C", "O", "C", "C", "C", "N", "H", "H", "H", "H", "H", "H", "H", "H", "H", "H", "H", "C", "C", "O", "H", "H", "H", "H", "H", "H", "C", "C", "O", "H", "H", "H", "H", "H", "H", "C", "C", "O", "H", "H", "H", "H", "H", "H", "C", "C", "O", "H", "H", "H", "H", "H", "H", "C", "C", "O", "H", "H", "H", "H", "H", "H"],
  "xyz": [[0.934, 3.858, 6.558], [-0.109, 3.487, 5.681], [-0.243, 2.099, 5.302], [0.212, 2.045, 3.824], [-0.846, 2.624, 2.828], [0.302, 0.634, 3.398], [0.958, 4.948, 6.522], [1.869, 3.423, 6.206], [0.740, 3.469, 7.558], [0.379, 1.444, 5.912], [-1.265, 1.727, 5.381], [1.227, 2.414, 3.677], [-1.019, 3.689, 2.983], [-1.769, 2.059, 2.956], [-0.576, 2.418, 1.792], [1.060, 0.080, 3.768], [0.470, 0.588, 2.403], [-0.595, 2.508, -7.194], [-0.788, 2.777, -5.821], [-0.113, 2.013, -4.831], [1.424, 1.926, -5.122], [2.042, 0.852, -4.272], [2.137, 3.209, -4.946], [0.406, 2.741, -7.555], [-1.150, 3.233, -7.789], [-0.903, 1.481, -7.392], [-0.323, 2.477, -3.867], [-0.542, 1.018, -4.710], [1.499, 1.589, -6.155], [3.058, 0.828, -4.667], [1.454, -0.065, -4.303], [2.078, 1.104, -3.212], [1.525, 4.006, -5.047], [2.997, 3.231, -5.475], [-5.567, 0.314, 0.330], [-4.586, -0.390, -0.501], [-4.755, -1.830, -0.551], [-3.898, -2.532, -1.621], [-4.107, -2.082, -3.045], [-4.292, -3.936, -1.490], [-5.248, 1.350, 0.441], [-5.796, -0.165, 1.282], [-6.418, 0.325, -0.351], [-4.545, -2.237, 0.438], [-5.817, -2.017, -0.707], [-2.855, -2.407, -1.330], [-5.144, -2.233, -3.345], [-3.580, -2.598, -3.847], [-3.905, -1.011, -3.081], [-3.679, -4.471, -2.089], [-5.155, -4.161, -1.964], [5.052, 1.137, 4.141], [3.977, 0.256, 4.370], [4.270, -1.157, 4.159], [4.938, -1.530, 2.797], [4.318, -1.127, 1.467], [5.132, -2.947, 2.802], [5.764, 1.135, 4.966], [4.553, 2.101, 4.243], [5.598, 1.155, 3.198], [4.848, -1.522, 5.007], [3.307, -1.659, 4.243], [5.923, -1.066, 2.853], [4.125, -0.058, 1.553], [3.388, -1.630, 1.200], [5.125, -1.150, 0.735], [5.636, -3.200, 1.964], [4.212, -3.234, 2.499], [3.722, -4.898, -2.213], [3.664, -3.514, -2.576], [2.407, -3.116, -3.192], [1.147, -3.166, -2.279], [-0.105, -2.544, -2.831], [1.314, -2.590, -0.942], [4.713, -5.126, -1.821], [3.556, -5.527, -3.088], [2.912, -5.203, -1.550], [2.536, -2.056, -3.412], [2.224, -3.596, -4.154], [1.016, -4.235, -2.109], [-0.199, -2.930, -3.846], [0.003, -1.466, -2.947], [-1.073, -2.806, -2.403], [2.281, -2.810, -0.750], [0.767, -3.149, -0.303], [-3.433, 3.351, -1.056], [-2.282, 3.955, -0.275], [-2.559, 5.337, -0.234], [-3.450, 2.275, -0.882], [-3.347, 3.511, -2.131], [-4.324, 3.826, -0.645], [-1.309, 3.753, -0.723], [-2.310, 3.514, 0.722], [-2.831, 5.691, -1.083], [-4.448, -0.935, 4.050], [-3.191, -0.155, 3.761], [-2.116, -0.975, 4.097], [-4.606, -1.321, 5.057], [-4.426, -1.828, 3.425], [-5.272, -0.290, 3.745], [-3.198, 0.676, 4.466], [-3.060, 0.110, 2.712], [-1.435, -0.299, 4.072], [3.148, 3.462, -0.016], [2.471, 3.359, -1.448], [3.333, 3.992, -2.431], [2.615, 2.824, 0.689], [3.108, 4.500, 0.316], [4.166, 3.080, -0.086], [1.485, 3.791, -1.614], [2.379, 2.312, -1.738], [2.890, 3.907, -3.278], [-1.339, 0.073, -0.540], [0.059, 0.718, -0.686], [0.841, -0.020, 0.235], [-1.854, 0.289, 0.395], [-1.331, -1.013, -0.624], [-1.906, 0.488, -1.374], [0.113, 1.789, -0.490], [0.539, 0.499, -1.640], [0.805, -0.949, -0.006], [-1.560, -3.245, 1.816], [-1.509, -4.498, 0.906], [-0.190, -4.542, 0.343], [-1.268, -2.347, 1.271], [-0.826, -3.282, 2.620], [-2.508, -3.000, 2.296], [-2.305, -4.418, 0.166], [-1.685, -5.417, 1.464], [-0.309, -5.176, -0.368]],
  "lowdin_charge": [-0.10, -0.21, -0.15, -0.37, -0.04, 0.04, 0.09, 0.08, 0.08, 0.12, 0.11, 0.13, 0.09, 0.06, 0.05, 0.08, 0.05, -0.11, -0.19, -0.17, -0.42, -0.06, 0.06, 0.08, 0.09, 0.09, 0.12, 0.12, 0.11, 0.09, 0.06, 0.05, 0.09, 0.09, -0.06, -0.23, -0.18, -0.43, -0.06, 0.03, 0.07, 0.07, 0.09, 0.11, 0.12, 0.10, 0.08, 0.08, 0.08, 0.07, 0.07, -0.13, -0.20, -0.15, -0.47, -0.04, 0.03, 0.09, 0.08, 0.08, 0.12, 0.12, 0.12, 0.07, 0.07, 0.09, 0.07, 0.06, -0.10, -0.19, -0.15, -0.42, -0.05, 0.07, 0.09, 0.08, 0.07, 0.11, 0.13, 0.11, 0.08, 0.07, 0.06, 0.07, 0.04, -0.08, -0.32, -0.08, 0.04, 0.08, 0.08, 0.10, 0.09, 0.08, -0.09, -0.36, -0.09, 0.08, 0.06, 0.07, 0.10, 0.10, 0.02, -0.05, -0.28, -0.12, 0.05, 0.07, 0.07, 0.10, 0.06, 0.00, -0.07, -0.28, -0.13, 0.07, 0.04, 0.06, 0.09, 0.08, 0.01, -0.06, -0.26, -0.10, 0.05, 0.08, 0.06, 0.08, 0.11, 0.08]
}



Arrangement x

{
  "formula": "C30H85N5O10",
  "method": "the ωB97M-V functional and the def2-TZVPD basis",
  "total_charge": 0,
  "multiplicity": 1,
  "e_lumo_ha": 0.005,
  "smiles": "COC[C@H](C)N.COC[C@H](C)N.COC[C@H](C)N.COC[C@H](C)N.COC[C@H](C)N.CCO.CCO.CCO.CCO.CCO",
  "symbols": ["C", "O", "C", "C", "C", "N", "H", "H", "H", "H", "H", "H", "H", "H", "H", "H", "H", "C", "O", "C", "C", "C", "N", "H", "H", "H", "H", "H", "H", "H", "H", "H", "H", "H", "C", "O", "C", "C", "C", "N", "H", "H", "H", "H", "H", "H", "H", "H", "H", "H", "H", "C", "O", "C", "C", "C", "N", "H", "H", "H", "H", "H", "H", "H", "H", "H", "H", "H", "C", "O", "C", "C", "C", "N", "H", "H", "H", "H", "H", "H", "H", "H", "H", "H", "H", "C", "C", "O", "H", "H", "H", "H", "H", "H", "C", "C", "O", "H", "H", "H", "H", "H", "H", "C", "C", "O", "H", "H", "H", "H", "H", "H", "C", "C", "O", "H", "H", "H", "H", "H", "H", "C", "C", "O", "H", "H", "H", "H", "H", "H"],
  "xyz": [[3.125, 0.426, 8.020], [3.861, 1.615, 8.059], [5.156, 1.444, 8.565], [5.388, 1.008, 10.088], [4.631, 1.853, 11.124], [6.798, 1.242, 10.298], [3.589, -0.452, 7.570], [2.184, 0.561, 7.485], [2.792, 0.206, 9.034], [5.589, 0.701, 7.894], [5.682, 2.377, 8.362], [5.049, -0.023, 10.193], [5.178, 2.161, 12.015], [3.809, 1.245, 11.502], [4.196, 2.734, 10.651], [6.842, 2.154, 10.730], [7.292, 1.319, 9.420], [0.577, -7.386, -3.644], [1.440, -8.517, -3.664], [0.753, -9.747, -3.742], [1.040, -10.424, -5.067], [0.602, -11.896, -5.075], [2.448, -10.375, -5.477], [-0.131, -7.377, -2.815], [0.008, -7.462, -4.570], [1.106, -6.436, -3.572], [1.259, -10.302, -2.951], [-0.314, -9.711, -3.520], [0.570, -9.748, -5.781], [0.962, -12.441, -4.203], [0.937, -12.402, -5.980], [-0.475, -12.061, -5.056], [2.582, -10.186, -6.460], [2.786, -9.457, -5.224], [-1.148, -2.425, -8.107], [0.070, -2.138, -7.517], [-0.153, -1.690, -6.194], [1.203, -1.088, -5.925], [2.342, -2.081, -5.707], [1.017, -0.285, -4.754], [-0.986, -3.159, -8.897], [-1.672, -1.553, -8.499], [-1.797, -2.911, -7.380], [-0.917, -0.913, -6.203], [-0.489, -2.457, -5.495], [1.484, -0.497, -6.796], [3.335, -1.668, -5.887], [2.281, -2.926, -6.393], [2.343, -2.475, -4.691], [1.831, 0.275, -4.542], [0.255, 0.341, -4.971], [-6.542, 5.457, 5.430], [-5.512, 4.884, 6.138], [-4.960, 3.713, 5.446], [-3.700, 3.104, 6.202], [-2.353, 3.874, 6.180], [-3.453, 1.766, 5.871], [-7.313, 4.764, 5.768], [-6.358, 5.550, 4.360], [-6.793, 6.392, 5.930], [-5.780, 2.995, 5.423], [-4.747, 3.881, 4.390], [-3.896, 3.076, 7.274], [-1.606, 3.491, 6.875], [-2.414, 4.934, 6.427], [-1.943, 3.896, 5.170], [-2.938, 1.638, 5.011], [-4.354, 1.492, 5.507], [-6.536, 4.777, -1.699], [-6.989, 3.609, -2.286], [-5.999, 2.527, -2.367], [-6.385, 1.199, -2.995], [-5.374, 0.122, -3.133], [-6.776, 1.448, -4.323], [-5.539, 4.792, -1.257], [-7.083, 5.015, -0.787], [-6.532, 5.559, -2.459], [-5.104, 2.972, -2.802], [-5.738, 2.434, -1.312], [-7.136, 0.831, -2.295], [-4.642, 0.189, -2.328], [-4.797, 0.107, -4.058], [-5.850, -0.858, -3.111], [-7.273, 0.636, -4.659], [-7.555, 2.084, -4.228], [6.914, -0.045, 0.860], [6.732, 1.133, 1.806], [6.910, 2.275, 1.055], [6.865, -0.939, 1.482], [7.835, 0.126, 0.304], [6.119, -0.098, 0.116], [7.331, 1.003, 2.707], [5.678, 1.186, 2.077], [7.125, 2.959, 1.693], [-5.782, -1.832, 2.834], [-4.502, -1.997, 1.979], [-3.712, -0.849, 2.159], [-6.319, -1.106, 2.223], [-5.575, -1.522, 3.858], [-6.394, -2.725, 2.964], [-4.771, -2.045, 0.923], [-3.886, -2.867, 2.204], [-3.075, -0.798, 1.443], [-0.620, 5.170, -1.741], [-0.513, 5.791, -3.043], [-1.782, 5.733, -3.726], [0.374, 5.183, -1.293], [-0.875, 4.116, -1.850], [-1.359, 5.692, -1.133], [0.225, 5.338, -3.704], [-0.033, 6.764, -2.943], [-2.029, 6.539, -4.187], [5.817, 4.175, -5.654], [6.041, 3.464, -4.381], [5.169, 3.813, -3.459], [6.613, 3.949, -6.363], [5.776, 5.254, -5.508], [4.899, 3.808, -6.112], [6.995, 3.799, -3.973], [6.139, 2.386, -4.514], [5.308, 3.223, -2.714], [1.691, -0.222, 1.303], [0.764, -1.073, 0.568], [-0.042, -0.299, -0.325], [2.302, -0.948, 1.839], [1.087, 0.374, 1.987], [2.354, 0.349, 0.652], [0.108, -1.653, 1.216], [1.325, -1.789, -0.031], [0.433, -0.140, -1.144]],
  "lowdin_charge": [-0.12, -0.18, -0.21, -0.41, -0.06, 0.02, 0.09, 0.09, 0.08, 0.12, 0.12, 0.12, 0.07, 0.07, 0.08, 0.06, 0.06, -0.10, -0.20, -0.22, -0.44, -0.06, 0.03, 0.08, 0.09, 0.09, 0.13, 0.13, 0.13, 0.08, 0.07, 0.07, 0.07, 0.06, -0.13, -0.19, -0.21, -0.46, -0.05, 0.03, 0.09, 0.09, 0.08, 0.12, 0.14, 0.14, 0.07, 0.07, 0.07, 0.07, 0.07, -0.15, -0.21, -0.14, -0.45, -0.06, 0.03, 0.09, 0.09, 0.09, 0.11, 0.12, 0.13, 0.07, 0.07, 0.07, 0.08, 0.06, -0.15, -0.19, -0.16, -0.50, -0.07, 0.04, 0.08, 0.08, 0.09, 0.13, 0.12, 0.14, 0.08, 0.08, 0.08, 0.08, 0.08, -0.09, -0.37, -0.07, 0.07, 0.08, 0.07, 0.11, 0.10, 0.09, -0.07, -0.33, -0.09, 0.07, 0.07, 0.07, 0.10, 0.10, 0.08, -0.11, -0.36, -0.08, 0.08, 0.08, 0.09, 0.11, 0.11, 0.08, -0.09, -0.45, -0.03, 0.08, 0.08, 0.08, 0.11, 0.12, 0.10, -0.11, -0.35, -0.09, 0.08, 0.08, 0.08, 0.11, 0.11, 0.07]
}



Decreasing stability: arrangement w, arrangement x